Entry 1:
Molecular formula: C3H5Br2Cl
Method: DFT, ωB97M-V with the def2-TZVPD basis set

Output
Lowest unoccupied orbital energy (eV): 0.58
Energy above the lowest of the compared OMol25 structures with the same formula, charge and spin (eV): 1.222
Orbital gap (eV): 9.8
Multiplicity: 1

Last column: Mulliken charge in e.
Cartesian coordinates (Å):
C 1.0058 -0.5724 0.6327  -1.093
C -0.2251 0.0313 0.9918  0.306
C -1.3684 -0.1191 0.3760  -0.086
Cl 0.4327 2.0041 -2.2684  -0.240
Br -3.0554 0.1312 1.1058  -0.087
Br -1.3600 -1.0371 -1.2733  -0.115
H 1.1526 -0.2919 -0.4841  0.239
H 0.8544 -1.6630 0.8054  0.265
H 1.8501 -0.1852 1.1131  0.354
H 1.1425 1.3364 -3.0745  0.237
H -0.4290 0.3657 2.0756  0.219



Entry 2:
Molecular formula: C3H5Br2P
Method: DFT, ωB97M-V with the def2-TZVPD basis set

Output
Lowest unoccupied orbital energy (spin up / spin down) (eV): -1.97 / -1.97
Energy above the lowest of the compared OMol25 structures with the same formula, charge and spin (eV): 0.556
Orbital gap (spin up / spin down) (eV): 7.6 / 7.6
Multiplicity: 1

Last column: Mulliken charge in e.
Cartesian coordinates (Å):
C -0.5348 1.0854 -1.2058  -0.914
C -0.0897 0.3861 -0.1607  0.810
C 0.8363 -0.7806 -0.2867  -1.277
P -0.7174 0.8970 1.4636  0.197
Br 0.9859 0.4038 2.7269  -0.092
Br -2.2651 -1.5352 1.7237  -0.359
H -1.2022 1.9245 -1.0864  0.276
H -0.2393 0.8465 -2.2167  0.285
H 1.8733 -0.4614 -0.1641  0.335
H 0.7258 -1.2349 -1.2682  0.390
H 0.6272 -1.5313 0.4744  0.350



Entry 3:
Molecular formula: C3H5BrN2
Method: DFT, ωB97M-V with the def2-TZVPD basis set

Output
Lowest unoccupied orbital energy (eV): 0.97
Energy above the lowest of the compared OMol25 structures with the same formula, charge and spin (eV): 1.639
Orbital gap (eV): 8.8
Multiplicity: 1

Last column: Mulliken charge in e.
Cartesian coordinates (Å):
C 0.4974 -1.0991 -0.2929  -0.903
C -0.3029 0.1713 -0.3048  0.530
N -0.6791 0.8854 0.8423  -0.273
N -0.9644 2.0605 0.0343  -0.339
C -0.6936 1.2366 -1.1152  -0.155
Br -1.1910 1.7569 -2.8600  -0.165
H 0.7792 -1.2167 0.8088  0.259
H 0.0306 -1.9168 -0.7278  0.294
H 1.4315 -0.9036 -0.8611  0.263
H -0.1780 0.9081 1.7446  0.242
H -1.8859 2.4592 0.1601  0.248



Entry 4:
Molecular formula: C3H5BrN4O3P
Method: DFT, ωB97M-V with the def2-TZVPD basis set

Output
Lowest unoccupied orbital energy (eV): -6.30
Total charge: +1
Orbital gap (eV): 7.4
Multiplicity: 1

Last column: Mulliken charge in e.
Cartesian coordinates (Å):
C -0.3877 -0.4500 -2.2699  -0.330
C -0.8665 0.3691 -1.2522  -0.282
N -0.0357 1.0134 -0.2881  0.311
C 0.3448 0.5490 0.9085  0.460
P -0.0712 -1.0827 1.6694  0.819
O -0.3163 -0.9190 3.0889  -0.590
O 1.1364 -2.0333 1.3163  -0.481
O -1.3648 -1.6604 0.9582  -0.441
N 1.0966 1.4499 1.5376  -0.210
N 1.1988 2.4960 0.7391  -0.320
N 0.5504 2.2508 -0.3303  0.254
Br 0.3606 3.3441 -1.8019  0.217
H 0.0624 -0.0553 -3.1824  0.272
H -0.4763 -1.5340 -2.2442  0.228
H -1.9282 0.5839 -1.1866  0.387
H 1.7900 -1.9944 2.0302  0.362
H -1.0935 -2.3271 0.3074  0.344



Entry 5:
Molecular formula: C3H5BrO
Method: DFT, ωB97M-V with the def2-TZVPD basis set

Output
Lowest unoccupied orbital energy (eV): 0.94
Energy above the lowest of the compared OMol25 structures with the same formula, charge and spin (eV): 1.511
Orbital gap (eV): 9.3
Multiplicity: 1

Last column: Mulliken charge in e.
Cartesian coordinates (Å):
C -0.0034 0.6999 -1.6794  -0.697
O 0.2190 0.6279 -0.2547  -0.330
C -0.2100 -0.4342 0.5260  0.069
C 0.4147 -0.5263 1.8391  -0.518
Br -0.1536 -1.8073 3.1390  -0.170
H 0.6114 0.1884 -2.2804  0.314
H 0.0762 1.7736 -1.7848  0.241
H -1.0579 0.4312 -1.8696  0.316
H -0.8730 -1.1890 0.1216  0.357
H 0.9765 0.2357 2.2431  0.418



Entry 6:
Molecular formula: C3H5BrO
Method: DFT, ωB97M-V with the def2-TZVPD basis set

Output
Lowest unoccupied orbital energy (eV): -0.94
Energy above the lowest of the compared OMol25 structures with the same formula, charge and spin (eV): 4.044
Orbital gap (eV): 8.0
Multiplicity: 1

Last column: Mulliken charge in e.
Cartesian coordinates (Å):
C 0.8281 -0.2766 0.3293  0.227
C -2.9449 1.2200 0.6539  -0.168
C 1.2520 -0.9521 -0.9102  -1.051
O 1.1185 0.8803 0.5931  -0.491
Br -2.5491 2.9341 1.0301  0.072
H 0.3676 -1.0103 0.9726  0.356
H -2.0986 0.6328 0.9894  0.096
H 1.7355 -1.9506 -0.7516  0.292
H 1.8538 -0.3037 -1.3741  0.362
H 0.4371 -1.1740 -1.5325  0.304



Entry 7:
Molecular formula: C3H5BrO
Method: DFT, ωB97M-V with the def2-TZVPD basis set

Output
Lowest unoccupied orbital energy (spin up / spin down) (eV): 0.82 / -2.76
Energy above the lowest of the compared OMol25 structures with the same formula, charge and spin (eV): 1.924
Orbital gap (spin up / spin down) (eV): 9.6 / 7.4
Multiplicity: 3

Last column: Mulliken charge in e.
Cartesian coordinates (Å):
C -2.7332 1.1866 0.0057  -0.377
C -1.8240 1.1529 0.9089  -0.091
C 1.6727 -0.7150 -0.3280  0.022
O 1.7436 -1.8617 0.4002  -0.473
Br 3.2957 0.4308 -0.1019  -0.186
H -3.3039 2.1021 -0.0958  0.219
H -3.0388 0.4187 -0.6890  0.247
H 1.6497 -0.9785 -1.3847  0.272
H 0.8361 -0.0601 -0.0635  0.024
H 1.7022 -1.6757 1.3481  0.343



Entry 8:
Molecular formula: C3H5BrO2S
Method: DFT, ωB97M-V with the def2-TZVPD basis set

Output
Lowest unoccupied orbital energy (spin up / spin down) (eV): -1.55 / -2.70
Energy above the lowest of the compared OMol25 structures with the same formula, charge and spin (eV): 3.170
Orbital gap (spin up / spin down) (eV): 8.1 / 6.5
Multiplicity: 1

Last column: Mulliken charge in e.
Cartesian coordinates (Å):
C -0.8476 -0.0489 -0.7251  -0.182
C 0.0921 0.7578 0.2109  -0.439
C -0.1088 -0.6461 0.4299  -0.216
O -2.8580 0.5524 1.3197  -0.486
O -1.9214 0.2750 3.6038  -0.464
S -2.1980 -0.2748 2.2850  0.814
Br -3.4477 -2.1671 2.5158  -0.210
H -1.8886 0.0430 -0.3662  0.196
H -0.6379 -0.3402 -1.8355  0.249
H 0.9920 1.2533 -0.0431  0.274
H -0.4396 1.2450 0.9860  0.173
H 0.4738 -1.6256 0.4556  0.291



Entry 9:
Molecular formula: C3H5BrO2S
Method: DFT, ωB97M-V with the def2-TZVPD basis set

Output
Lowest unoccupied orbital energy (eV): -0.90
Energy above the lowest of the compared OMol25 structures with the same formula, charge and spin (eV): 0.960
Orbital gap (eV): 10.0
Multiplicity: 1

Last column: Mulliken charge in e.
Cartesian coordinates (Å):
O -2.8564 2.2241 0.2015  -0.512
S -2.4133 0.8889 0.6284  0.921
O -2.7167 0.5805 2.0235  -0.543
Br -3.4296 -0.7060 -0.5696  -0.154
C -0.4695 0.4937 0.5212  -0.094
C -0.1564 -0.7178 -0.2134  -0.521
C 0.1043 0.6447 -0.7760  -0.410
H 0.0008 0.8268 1.4582  0.379
H -0.9397 -1.3258 -0.5419  0.206
H 0.6924 -1.2946 0.1732  0.214
H 1.1901 0.7581 -0.9238  0.293
H -0.6532 0.6947 -1.5772  0.220



Entry 10:
Molecular formula: C3H5BrSi
Method: DFT, ωB97M-V with the def2-TZVPD basis set

Output
Lowest unoccupied orbital energy (eV): -0.99
Energy above the lowest of the compared OMol25 structures with the same formula, charge and spin (eV): 2.843
Orbital gap (eV): 8.8
Multiplicity: 1

Last column: Mulliken charge in e.
Cartesian coordinates (Å):
C -0.5230 -2.4625 -0.3968  0.109
C -0.5917 -1.4258 0.1995  -0.460
C -0.8818 -0.2207 0.8310  -0.545
Si 0.2561 0.9882 -0.2015  0.433
Br -2.9528 0.3030 -0.0893  -0.202
H -0.1108 -3.3780 -0.8052  0.407
H -1.0580 -0.2867 1.9328  0.479
H 0.1905 2.2517 0.5006  -0.107
H -0.3510 0.7442 -1.5629  -0.043
H 1.5703 0.2727 -0.3881  -0.071



Q: Among the records above, which one has the highest multiplicity?
A: number 7